Entry 1:
{"formula": "C7H17N", "method": "the ωB97M-V functional and the def2-TZVPD basis", "symbols": ["H", "H", "C", "H", "H", "H", "H", "H", "H", "H", "C", "C", "H", "H", "H", "H", "C", "H", "H", "C", "N", "H", "H", "C", "C"], "coordinates": [[-1.86963, 1.98994, -2.06600], [2.74383, -2.33531, -0.57015], [-0.84987, -0.14082, 1.74109], [1.58701, -0.17293, 0.47593], [0.16286, 2.81319, 1.17866], [0.31114, -2.39777, -1.19853], [-1.88811, 0.12384, 1.90135], [-0.24596, -2.28613, 0.36030], [2.22411, -2.50085, 1.14194], [2.04067, -3.76414, 0.02646], [-0.94449, 1.38834, -0.19013], [0.74162, -0.45738, -0.16480], [0.90476, -0.08659, -1.17619], [-1.97552, 1.59401, 0.17046], [-1.79506, 0.37973, -1.98172], [0.89463, 2.29412, -0.26884], [0.62962, -1.98568, -0.23581], [-0.05506, 0.36873, 2.28220], [-0.27707, 1.15913, -2.36251], [-0.08193, 2.59076, 0.14424], [-0.55422, 0.05898, 0.30687], [-0.80088, -1.18184, 2.09224], [-0.22419, 3.55204, -0.36692], [1.92374, -2.67930, 0.08636], [-1.14851, 1.22950, -1.72339]], "gap_ha": 0.340, "homo_ev": -8.2, "e_above_lowest_kj_mol": 151.8, "smiles": "CCCN(C)C(C)C", "multiplicity": 1}

=====

Entry 2:
{"formula": "C7H17N2O2", "method": "the ωB97M-V functional and the def2-TZVPD basis", "symbols": ["H", "C", "H", "H", "H", "C", "C", "H", "H", "N", "H", "H", "C", "O", "H", "H", "H", "C", "H", "C", "C", "H", "N", "H", "O", "H", "H", "H"], "coordinates": [[-1.37795, 1.27696, 2.88849], [1.83002, -0.96393, 0.59055], [-2.38878, -1.93892, -2.32692], [1.33028, -0.92443, -2.10304], [-0.49715, -0.27097, -2.29979], [-1.83219, -1.67212, -1.33991], [-1.40775, -0.20421, -1.67310], [-2.25889, 0.27438, -2.05435], [-1.05096, -3.42987, -0.87368], [-0.10777, 1.18611, 1.32087], [1.05947, 0.84125, -2.06480], [-2.46965, -1.80298, -0.42787], [1.02573, 1.78507, 2.04164], [-0.72373, -2.52664, -1.17953], [1.25298, -1.31463, 1.44564], [1.89709, -1.83620, -0.02402], [-1.74846, 2.50431, 1.51473], [-1.44017, 1.47752, 1.80594], [2.82430, -0.69225, 0.87880], [1.55233, 0.06033, -1.62703], [0.00185, 0.61004, 0.07542], [2.67692, 0.14919, -1.62843], [1.17313, 0.09514, -0.21674], [1.76424, 1.01594, 2.02424], [-1.06905, 0.78068, -0.59649], [1.29228, 2.77409, 1.58281], [0.62680, 2.02754, 3.03714], [-1.93493, 0.71860, 1.22942]], "gap_ha": 0.395, "homo_ev": -13.3, "total_charge": 1, "e_above_lowest_kj_mol": 80.2, "smiles": "CN(C)C(OCCO)=[N+](C)C", "multiplicity": 1}

=====

Entry 3:
{"formula": "C7H17N2S", "method": "the ωB97M-V functional and the def2-TZVPD basis", "symbols": ["H", "H", "H", "H", "C", "C", "H", "N", "H", "C", "C", "C", "H", "H", "C", "H", "S", "H", "H", "C", "N", "H", "H", "H", "H", "H", "H"], "coordinates": [[-3.29850, -1.06334, 0.20107], [1.50075, 2.03207, 1.33417], [-0.93774, -0.89311, -1.05170], [2.80094, -0.27716, 1.83124], [-2.85482, 1.01551, -0.93076], [-2.50856, -0.16222, 0.11469], [-0.58682, 2.14737, 0.74578], [1.70196, -0.62707, 0.00047], [-2.80295, 1.96584, -0.44133], [-0.00556, 1.45474, 0.10088], [-1.09134, -0.77534, 0.00717], [1.63013, -1.74964, -0.94458], [-1.13410, -1.66348, 0.64317], [-2.55944, 0.36907, 1.05060], [2.27575, -1.09706, 1.28944], [1.43861, 2.84370, -0.20557], [2.39600, 0.78673, -0.62307], [3.12853, -1.78211, 1.18761], [-2.19672, 0.72061, -1.80628], [1.30908, 1.88190, 0.31502], [-0.17791, 0.14869, 0.54182], [-0.40107, 1.57886, -0.88117], [-3.92875, 0.96178, -1.13400], [1.57025, -1.60021, 2.02371], [1.37099, -2.70618, -0.28782], [2.58908, -1.95954, -1.41948], [0.77223, -1.55041, -1.66108]], "gap_ha": [0.299, 0.299], "homo_ev": [-13.4, -13.4], "total_charge": 1, "e_above_lowest_kj_mol": 476.5, "multiplicity": 1}

=====

Entry 4:
{"formula": "C7H17N3", "method": "the ωB97M-V functional and the def2-TZVPD basis", "symbols": ["C", "H", "H", "H", "C", "N", "H", "C", "H", "H", "H", "N", "C", "C", "N", "H", "C", "H", "H", "H", "H", "H", "H", "H", "H", "C", "H"], "coordinates": [[-0.22315, -0.65571, -0.35308], [-0.57337, -2.75602, -2.10759], [0.33393, 1.11826, -1.78901], [0.09349, -3.66103, 0.25979], [-0.88130, 1.07143, 1.21379], [-0.33500, 0.58903, -0.17805], [1.98805, -3.21877, -2.88438], [-1.61865, 4.05240, 1.21441], [-1.84449, 4.65488, 2.09984], [-0.57986, 2.37468, -1.09870], [-2.42666, 3.30168, 1.21708], [-0.17008, 2.19505, 1.73388], [-0.35037, 3.43936, 1.64498], [0.43377, -2.86441, -1.74254], [-0.00563, 1.61759, -0.94419], [1.11845, -1.68644, -3.44900], [1.41241, -2.34047, -2.63869], [1.89725, -3.49662, -0.33000], [0.45684, -4.68593, -0.82218], [-0.43691, -1.44221, 0.42345], [0.73839, 1.88284, 2.27211], [-1.72347, 4.76499, 0.42380], [2.07635, -1.62379, -2.07220], [-1.91930, 1.33351, 1.00628], [-0.64273, 0.27536, 1.87136], [0.83232, -3.66198, -0.65773], [0.55822, 4.02135, 1.65014]], "gap_ha": 0.291, "homo_ev": -15.9, "total_charge": 2, "e_above_lowest_kj_mol": 505.4, "multiplicity": 1}

=====

Entry 5:
{"formula": "C7H17N5S", "method": "the ωB97M-V functional and the def2-TZVPD basis", "symbols": ["H", "H", "C", "C", "H", "N", "H", "H", "H", "N", "C", "H", "H", "C", "H", "H", "C", "S", "C", "N", "H", "C", "H", "N", "H", "H", "N", "H", "H", "H"], "coordinates": [[-2.15947, 0.48251, -2.21192], [3.27673, -0.81165, 0.44132], [-3.83369, 1.56803, -0.48554], [-1.53351, -0.33166, -0.35940], [1.70232, 1.53948, 1.33853], [-0.37825, 0.45438, -0.17047], [-4.41723, 1.05698, -1.22323], [-0.52519, 1.41978, -0.44711], [1.59626, -1.75805, 1.13900], [-1.36801, -1.69231, 0.02409], [3.26535, 0.29848, 0.77193], [-0.81943, -4.14905, 0.60633], [1.27594, 2.08094, -1.46052], [-0.26962, -2.16626, 0.52249], [-3.11513, 2.16637, -0.97757], [-3.06741, -0.65703, -1.61396], [1.91948, 0.92916, 0.46023], [-2.95584, 0.51794, 0.73386], [0.73660, 0.04716, 0.29883], [-0.16239, -3.43099, 0.97495], [0.76197, -3.81144, 1.07060], [2.13451, 1.71038, -0.98470], [-2.17079, -2.27018, -0.37276], [-2.05314, -0.39224, -1.73535], [2.86334, 2.52370, -0.71063], [2.66737, 1.04261, -1.62344], [0.80247, -1.31542, 0.73141], [4.22662, 0.77881, 0.40227], [-4.40900, 2.09277, 0.19758], [3.41318, 0.27248, 1.78016]], "gap_ha": 0.300, "homo_ev": -16.3, "total_charge": 2, "e_above_lowest_kj_mol": 131.1, "smiles": "CS[C@]1(N)NC(=[NH2+])[NH+]=C(C(C)C)N1", "multiplicity": 1}

=====

Entry 6:
{"formula": "C7H17NO", "method": "the ωB97M-V functional and the def2-TZVPD basis", "symbols": ["H", "H", "H", "C", "H", "H", "H", "C", "H", "H", "O", "H", "H", "C", "H", "H", "C", "H", "H", "H", "H", "C", "C", "C", "N", "H"], "coordinates": [[2.22297, -0.67551, -0.56827], [-4.01101, 2.14628, 0.22929], [3.36277, -1.94835, 0.03159], [-2.93295, 2.05117, 0.20387], [-0.10603, 0.98046, 2.50781], [-2.28872, -0.09970, -1.47270], [-2.29729, 2.90736, 0.39870], [3.24800, -1.02094, -0.54112], [-3.40849, -0.95830, -0.50363], [-2.46388, 1.84288, -0.76362], [0.27451, -1.02619, -0.07314], [3.85004, -0.30711, 0.01347], [-3.21819, 0.45242, 1.78142], [0.40259, 0.54178, 1.65435], [1.26005, -0.05825, 1.95651], [4.80576, -0.88072, -2.10652], [-2.46568, 0.93879, 1.14148], [3.21763, -0.87834, -2.71676], [-1.91709, 1.25427, 2.03466], [0.97911, 1.34169, 1.19655], [3.88661, -2.39946, -2.13128], [3.82612, -1.32635, -1.93569], [-0.34960, -0.24711, 0.62714], [-2.33937, -0.77281, -0.61216], [-1.70718, -0.16307, 0.53120], [-1.83067, -1.69489, -0.88314]], "gap_ha": 0.371, "homo_ev": -9.3, "e_above_lowest_kj_mol": 157.9, "smiles": "CCN(C)C(C)=O.CC", "multiplicity": 1}

=====

Entry 7:
{"formula": "C7H17NO2", "method": "the ωB97M-V functional and the def2-TZVPD basis", "symbols": ["C", "H", "H", "H", "O", "H", "H", "H", "C", "H", "C", "H", "H", "H", "C", "H", "H", "H", "O", "H", "H", "C", "H", "C", "H", "C", "N"], "coordinates": [[0.91593, 0.92077, 1.48133], [1.37368, -2.65602, 0.21833], [-1.30698, 2.01709, 2.61532], [-0.98739, 0.76275, 0.49598], [1.91438, -2.04951, -0.30966], [-0.32833, 3.33959, 1.97930], [-1.99005, -2.25785, -0.02946], [-0.27419, -2.01874, -3.21321], [-0.32119, -1.60410, -1.19951], [0.08669, -3.31312, -2.26450], [-0.90830, -2.25072, 0.05355], [-0.62861, -1.69430, 0.94706], [-0.85201, -0.67462, -1.42556], [1.58351, 1.70191, 1.84085], [0.17076, 2.26511, -0.50489], [-0.67626, 2.74445, -0.99468], [0.63695, 1.57302, -1.19612], [1.48042, 0.28473, 0.80810], [1.67862, -0.41576, -1.77978], [0.59294, 0.33057, 2.33604], [0.90446, 3.03381, -0.25749], [1.17038, -1.26709, -1.10215], [-1.87283, 2.94217, 1.22515], [-0.27691, 1.54902, 0.76722], [-0.58849, -3.29273, 0.14642], [-0.99120, 2.52260, 1.70467], [-0.50590, -2.49310, -2.34240]], "gap_ha": 0.377, "homo_ev": -9.7, "e_above_lowest_kj_mol": 42.6, "smiles": "C[C@H](N)C(=O)O.CC(C)C", "multiplicity": 1}

=====

Entry 8:
{"formula": "C7H17NP", "method": "the ωB97M-V functional and the def2-TZVPD basis", "symbols": ["H", "C", "C", "C", "H", "H", "C", "H", "H", "H", "H", "H", "N", "H", "P", "H", "H", "C", "H", "H", "H", "H", "C", "C", "H", "H"], "coordinates": [[-3.86128, 2.28922, 0.86073], [3.00643, 0.90743, -0.21557], [1.66488, -1.20462, -0.44478], [2.33666, -0.37477, 0.27700], [2.71400, 1.32563, -1.19815], [4.15227, 0.81349, -0.19760], [-2.02015, -1.10994, -1.37159], [3.06891, 3.03443, 0.40867], [-2.74196, -0.56129, -1.99813], [1.44728, -2.65409, 1.09339], [1.81036, -1.12996, -1.51092], [-4.65080, 0.79917, 0.97200], [-2.70782, 0.58199, 0.80080], [-0.07700, -2.26736, 0.14135], [-1.53064, -0.38481, 0.25408], [1.54140, 2.18095, 0.28388], [1.26741, -3.34361, -0.52531], [2.56252, 2.14005, 0.62997], [-2.46022, 0.82913, 1.70801], [-2.39944, -2.12027, -1.15249], [2.54340, 1.85343, 1.63425], [2.42141, -0.43777, 1.44175], [1.05196, -2.45303, 0.12564], [-3.90829, 1.32745, 0.47305], [-4.10810, 1.16421, -0.54979], [-1.12319, -1.20504, -1.94024]], "gap_ha": 0.256, "homo_ev": -12.6, "total_charge": 1, "e_above_lowest_kj_mol": 124.1, "multiplicity": 1}

=====

Entry 9:
{"formula": "C7H18", "method": "the ωB97M-V functional and the def2-TZVPD basis", "symbols": ["C", "C", "H", "H", "H", "C", "H", "H", "H", "C", "H", "H", "H", "H", "C", "H", "H", "H", "C", "H", "H", "H", "C", "H", "H"], "coordinates": [[0.58825, -0.41798, 1.55225], [-0.27567, 0.55196, -2.79694], [1.17776, -2.03742, 2.95196], [-0.26306, 1.51912, 2.29134], [0.17683, 0.43904, 3.56937], [-0.28176, 1.94069, -2.29496], [2.45788, -0.77386, 2.57497], [0.97842, -0.04999, 0.63706], [-1.21921, 2.41797, -1.75185], [-0.72665, -0.98738, 1.16485], [-0.02206, 2.48718, -3.16478], [-0.63305, -2.01015, 0.72561], [-1.17922, -1.45870, 2.04127], [1.87389, -2.25158, 1.54767], [-1.41748, -0.32960, -2.36066], [-1.28044, -0.30978, 0.51629], [-2.28558, -0.25607, -2.96402], [-0.03412, 0.32588, -3.92996], [1.68485, -1.45116, 2.16036], [-1.70100, -0.00045, -1.29657], [0.65115, 2.06480, -1.69720], [1.57823, 1.13700, 2.76854], [0.49662, 0.71059, 2.53930], [0.61759, 0.12954, -2.38862], [-1.30293, -1.47521, -2.21620]], "gap_ha": 0.430, "homo_ev": -10.7, "e_above_lowest_kj_mol": 225.1, "smiles": "CC(C)C.CCC", "multiplicity": 1}

=====

Entry 10:
{"formula": "C7H18B5F3NO8PS", "method": "the ωB97M-V functional and the def2-TZVPD basis", "symbols": ["P", "C", "H", "B", "H", "H", "C", "N", "F", "H", "O", "H", "F", "O", "H", "B", "O", "H", "H", "H", "C", "O", "H", "O", "H", "H", "H", "B", "H", "C", "H", "S", "H", "C", "C", "O", "O", "B", "O", "B", "H", "H", "F", "C"], "coordinates": [[-2.50342, 3.59244, 2.74679], [2.68519, 2.17482, 1.35066], [-3.58283, 0.47464, -1.05097], [0.74597, 0.80211, 0.78547], [1.87192, 2.80024, 1.77608], [2.36496, -0.69614, -2.28344], [2.69342, -0.22829, 1.85547], [2.22069, 0.83226, 0.94144], [1.05752, -2.29747, -6.26088], [3.56733, 2.10894, 2.01126], [1.26774, -2.80189, -3.65626], [-1.62721, 4.63383, 3.17138], [3.14999, -2.61462, -6.59271], [-1.04845, -0.55415, 2.32634], [3.74583, -0.45774, 1.59293], [-1.67145, 1.92812, 3.26943], [-4.87707, 1.20777, 0.83983], [2.58062, 0.05216, 2.92573], [2.10277, -1.15902, 1.70953], [-2.55636, 3.55357, 1.31145], [-3.65335, -0.75848, 2.08694], [0.26055, 0.93170, -0.55079], [0.50293, -3.07274, -1.79181], [-3.16731, -0.06942, -0.37528], [0.61504, -0.62106, -2.27636], [-4.47604, 2.05857, 0.66523], [-4.53320, -0.74368, 2.75006], [-2.33806, -0.15245, 2.77843], [3.01781, 2.70242, 0.42787], [1.46731, -1.15844, -1.87023], [-3.37605, -1.77380, 1.74157], [-4.31828, 3.70385, 3.44290], [1.48456, -1.03519, -0.79468], [1.39377, -2.62768, -2.23401], [2.12418, -2.97401, -5.82919], [-0.27434, 1.70130, 3.07002], [3.47844, -2.52537, -3.88416], [-3.92820, 0.16592, 0.79341], [-2.37516, 0.83162, 3.82706], [-0.24421, 0.60896, 2.12400], [2.25491, -3.18149, -1.85620], [-0.39408, 1.63248, -0.60012], [1.89152, -4.26909, -6.06392], [2.40007, -2.72549, -4.35028]], "gap_ha": 0.297, "homo_ev": -8.9, "multiplicity": 1}

=====

Entry 11:
{"formula": "C7H18BrCsNO5P2", "method": "the ωB97M-V functional and the def2-TZVPD basis", "symbols": ["N", "H", "H", "O", "H", "H", "O", "O", "H", "C", "H", "O", "C", "C", "H", "H", "C", "C", "H", "H", "O", "H", "H", "P", "Br", "Cs", "C", "C", "H", "H", "P", "H", "H", "H", "H"], "coordinates": [[-0.25653, 1.45969, -0.67375], [-3.03619, 3.89021, 0.07804], [1.51473, -0.03723, 2.48299], [-2.02544, -1.66743, 0.81681], [0.03190, -0.04082, 0.87260], [0.28141, -2.54693, 1.81496], [1.61198, -1.56361, -1.54843], [1.96932, 0.46101, -0.10181], [-2.41627, 1.13074, 2.61119], [0.51059, 0.22617, -0.18062], [3.08159, 0.83355, 3.06690], [0.40435, -3.10138, 0.98615], [-2.92484, 2.99465, -0.69297], [-1.78188, 1.90532, 1.96405], [-2.13452, 3.02013, 2.14484], [-0.40743, -0.75307, -2.05631], [1.58007, -2.83458, -2.28845], [0.26736, -1.10240, -1.16651], [-2.37446, 3.39429, -1.65723], [1.80337, 2.54135, 0.68301], [-1.45108, -3.49277, -1.05449], [-3.98281, 2.59940, -1.07839], [3.47674, 1.68164, 0.79467], [-1.87141, 1.56537, 0.07977], [0.49968, -2.77782, -3.99041], [1.73017, -3.97213, -6.21323], [2.30485, 1.48160, 0.90565], [2.08203, 1.00403, 2.46571], [-0.67244, 1.80046, 2.35996], [1.45136, 1.86531, 2.99448], [-0.75014, -2.36183, -0.14429], [-2.08542, -2.18380, 1.68188], [1.29494, -3.77601, -1.61536], [-0.42992, 1.40192, -1.71100], [2.70436, -3.04504, -2.63041]], "gap_ha": 0.218, "homo_ev": -9.4, "total_charge": 1, "multiplicity": 1}

=====

Entry 12:
{"formula": "C7H18ClGdIOPS", "method": "the ωB97M-V functional and the def2-TZVPD basis", "symbols": ["C", "H", "H", "H", "H", "H", "H", "P", "C", "Cl", "H", "H", "H", "C", "Gd", "I", "C", "H", "H", "O", "H", "H", "H", "S", "H", "C", "H", "H", "C", "H", "C"], "coordinates": [[-1.69401, 2.16324, -1.46592], [-0.05761, 2.48902, 5.09948], [-0.74318, 2.60985, -1.80936], [-1.63656, -1.01284, -3.54452], [-3.51960, 0.09459, -0.09117], [3.28341, -3.28962, -0.68279], [-3.41556, -1.21925, -1.28041], [-1.57471, 0.31660, -1.50749], [-0.38017, 2.90574, 4.14631], [1.81957, 0.94878, -1.83415], [0.30920, 3.64781, 3.76407], [-2.51045, 2.48345, -2.13597], [3.55000, -1.92364, 3.00716], [-1.53737, 0.05856, -3.33016], [0.70230, 0.14148, 0.22808], [-0.48957, 1.15630, 2.77680], [-1.01326, -1.53584, 0.76626], [-0.57413, 0.40585, -3.72465], [-2.35265, 0.60231, -3.82642], [-1.72191, -2.29765, 1.26716], [-3.99859, 0.39198, -1.78793], [4.72487, -1.70685, 1.67268], [-1.40287, 3.27445, 4.19824], [2.44659, -1.71441, 0.91327], [3.94599, -1.62758, -0.96470], [-3.29714, -0.14018, -1.13707], [-1.89908, 2.51560, -0.43873], [3.91757, -3.29689, 1.92011], [3.79739, -2.20903, 1.97718], [2.26953, -2.01693, -1.46436], [3.05199, -2.21490, -0.71100]], "gap_ha": [0.227, 0.301], "homo_ev": [-16.1, -16.3], "total_charge": 2, "s_squared": 15.9835, "multiplicity": 8}